This record from the OMol25 dataset describes a structure of composition C26H26Br2N4O3PtS at a distorted geometry. The level of theory is ωB97M-V/def2-TZVPD.

As for the expectation value of S²: 2.01. As for the HOMO-LUMO gap (alpha / beta): 6.62 / 6.49 eV. The multiplicity is 3. The energy above the lowest of the compared OMol25 structures with the same formula, charge and spin is 0.9681 eV. As for the charge: 0. The value obtained for the HOMO energy (alpha / beta) is -7.1 / -7.2 eV.

Atoms and positions in Å:
1 Pt 0.52127 -0.83407 1.01246
2 C 3.52980 -0.72337 2.92070
3 C 3.02786 -2.12861 2.81776
4 C 3.56344 -3.16086 3.61371
5 C 3.06254 -4.42782 3.52330
6 C 2.02254 -4.70899 2.61389
7 C 1.43385 -5.97575 2.41554
8 Br 1.93835 -7.45410 3.50241
9 C 0.51718 -6.16780 1.42206
10 C 0.13061 -5.10452 0.60179
11 Br -1.06515 -5.47268 -0.82075
12 C 0.58870 -3.79794 0.76575
13 O 0.23580 -2.79943 0.02738
14 C 1.56458 -3.63282 1.81832
15 N 2.05707 -2.38028 1.96050
16 H 4.37663 -0.65028 3.60046
17 H 2.71030 -0.09378 3.27137
18 H 3.82020 -0.35658 1.93512
19 H 4.38634 -2.93765 4.27904
20 H 3.47456 -5.22608 4.12542
21 H 0.09522 -7.14852 1.25416
22 C 1.27421 1.87810 2.17096
23 O 0.80444 0.59630 2.41538
24 H 1.35381 2.41330 3.12640
25 H 0.60890 2.46281 1.52228
26 H 2.27524 1.88563 1.70403
27 C 1.42480 0.63784 -3.07372
28 C 1.57595 0.20800 -1.76953
29 N 0.83470 0.69626 -0.77044
30 C -0.03720 1.66136 -1.02747
31 C -0.22382 2.20277 -2.29948
32 C 0.50076 1.63385 -3.34372
33 C -1.22041 3.24631 -2.58023
34 C -1.43850 4.42332 -1.97789
35 C -0.63751 5.13075 -0.97145
36 C -1.10775 6.33810 -0.45020
37 C -0.30600 6.99291 0.46576
38 N 0.88839 6.53297 0.82552
39 C 1.25813 5.39125 0.25789
40 N 0.56000 4.66557 -0.60168
41 H 2.02110 0.20055 -3.86236
42 H 2.29501 -0.55877 -1.51111
43 H -0.64519 1.99202 -0.19661
44 H 0.34952 1.98331 -4.35826
45 H -1.87455 3.01159 -3.41536
46 H -2.29111 4.99427 -2.32835
47 H -2.06316 6.74096 -0.75714
48 H -0.61833 7.92246 0.92871
49 H 2.23591 5.00677 0.52882
50 O -1.75383 -0.65562 0.07211
51 S -1.94134 -1.31334 -1.27015
52 C -2.80312 -0.01695 -2.26625
53 C -4.05489 -0.65928 -2.83782
54 C -4.64283 -1.45018 -1.67323
55 C -3.49265 -2.29604 -1.14388
56 H -2.11776 0.37460 -3.01700
57 H -3.04184 0.76579 -1.54411
58 H -3.79484 -1.33830 -3.65420
59 H -4.74737 0.08842 -3.22730
60 H -5.48277 -2.07422 -1.97971
61 H -4.98990 -0.76032 -0.90092
62 H -3.33375 -3.17483 -1.76499
63 H -3.59213 -2.59837 -0.10372

Cartesian forces, eV/Å:
1.078 -0.358 1.467
-0.087 -0.025 0.044
-0.177 0.034 -0.181
0.062 -0.140 -0.021
0.048 0.127 0.032
-0.090 0.178 -0.118
-0.008 -0.267 -0.055
-0.014 0.073 -0.056
0.168 -0.077 0.178
-0.096 0.381 -0.207
-0.065 0.074 0.007
0.015 -0.340 0.053
-0.024 0.614 0.070
0.145 -0.121 0.044
-0.101 0.134 0.171
0.012 -0.024 -0.019
0.082 0.038 0.002
0.002 0.022 0.003
-0.032 0.007 0.039
-0.044 -0.008 0.026
-0.018 0.010 -0.005
0.158 0.387 -0.052
-0.393 -0.793 -0.714
0.003 0.018 -0.058
0.043 -0.011 0.013
-0.162 -0.041 0.013
0.046 0.046 -0.094
-0.063 0.135 -0.028
0.072 -0.047 -0.355
-0.032 0.139 -0.197
0.269 -0.114 -0.006
-0.012 0.076 0.114
-0.125 0.278 0.163
0.021 -0.290 -0.274
0.141 0.263 0.312
-0.020 -0.168 -0.068
0.018 0.026 -0.009
0.036 0.040 0.050
-0.027 -0.060 0.030
-0.051 -0.243 -0.196
-0.009 -0.015 0.002
-0.059 -0.054 0.040
-0.016 0.055 0.044
0.018 0.014 -0.005
-0.101 0.000 0.039
0.009 0.014 -0.046
-0.013 0.013 0.047
-0.047 0.003 -0.043
-0.022 -0.001 0.013
-0.312 0.027 -0.044
-0.631 0.416 0.023
0.162 -0.289 -0.203
-0.084 0.035 0.118
0.039 0.003 -0.050
0.133 0.055 -0.144
-0.004 -0.057 0.042
0.045 -0.029 0.045
-0.029 0.028 -0.037
0.018 -0.002 -0.024
-0.014 0.001 0.052
-0.029 -0.023 -0.005
0.015 -0.145 0.014
0.152 -0.023 0.009

Mulliken population analysis, charges in e, atoms 1 to 6:
1. Pt 1.63
2. C -1.16
3. C 0.75
4. C -0.85
5. C -0.76
6. C 1.17



This record from the OMol25 dataset describes the ion C3H10N3 with charge +1 at a distorted geometry. The level of theory is ωB97M-V/def2-TZVPD.

As for the HOMO-LUMO gap: 9.92 eV. The multiplicity is 1. The energy above the lowest of the compared OMol25 structures with the same formula, charge and spin is 4.4077 eV. As for the charge: +1. As for the SMILES: [H]/N=C(/C)N(C)[NH3+]. The value obtained for the HOMO energy is -14.1 eV.

Atoms and positions in Å:
1 C 0.93133 0.12772 0.03752
2 C 1.32797 -1.33607 0.11063
3 C -1.00112 1.67963 0.02072
4 N 1.90428 1.00923 -0.04706
5 N -0.47920 0.34357 0.23523
6 N -1.31584 -0.81309 -0.13185
7 H 1.36609 -1.86843 -0.91687
8 H 2.40875 -1.36591 0.36585
9 H 0.66982 -1.92222 0.80901
10 H -0.93661 2.04773 -0.98279
11 H -2.05168 1.68488 0.36535
12 H -0.20970 2.27394 0.59341
13 H 1.71974 1.92787 0.02086
14 H -1.55447 -0.98369 -1.09034
15 H -2.03471 -1.12511 0.59399
16 H -0.74464 -1.68004 0.01635

Cartesian forces, eV/Å:
2.463 1.026 -0.031
0.732 -0.874 -1.448
0.555 0.221 1.224
-2.114 -6.516 0.218
0.294 -1.033 -0.446
1.065 -1.702 2.383
-0.557 0.899 1.375
-0.939 -0.059 0.420
1.205 0.353 -0.275
-0.057 -0.129 -0.902
0.768 0.614 0.229
-1.917 -0.310 -0.286
-1.209 4.075 -0.013
-0.989 0.822 -1.066
0.185 1.683 -1.244
0.516 0.929 -0.138

Mulliken population analysis, charges in e, atoms 1 to 6:
1. C 0.77
2. C -1.19
3. C -0.90
4. N -0.58
5. N 0.03
6. N -0.34



This record from the OMol25 dataset describes an isolated molecule of C19H32O6S at a distorted geometry. The level of theory is ωB97M-V/def2-TZVPD.

As for the HOMO-LUMO gap: 10.24 eV. The multiplicity is 1. The energy above the lowest of the compared OMol25 structures with the same formula, charge and spin is 0.0000 eV. As for the charge: 0. As for the SMILES: C#CCCC[C@H]1COS(=O)(=O)[C@@](CCCCCOC)(CCCC(=O)O)C1. The value obtained for the HOMO energy is -10.0 eV.

Atoms and positions in Å:
1 C -3.56330 1.69114 -2.69451
2 C -3.53579 1.93442 -1.53348
3 C -3.44890 2.18225 -0.09327
4 C -2.31602 3.16531 0.29546
5 C -1.05660 2.48723 0.82975
6 C -0.42169 1.43220 -0.10802
7 C -0.08879 1.96773 -1.48571
8 O 1.21195 2.60807 -1.41691
9 S 2.36885 1.51388 -1.54254
10 O 3.57317 2.18775 -1.16214
11 O 2.32132 0.92068 -2.84882
12 C 1.90568 0.23919 -0.28243
13 C 1.35543 -0.98172 -1.05906
14 C 0.97746 -2.22004 -0.24057
15 C -0.36504 -2.17441 0.54216
16 C -1.36724 -3.24138 0.06462
17 C -2.16299 -2.79092 -1.14211
18 O -1.32942 -2.70081 -2.28195
19 C -1.72021 -1.66702 -3.16523
20 C 3.19425 -0.13312 0.47332
21 C 3.28680 0.24684 1.95811
22 C 2.52443 -0.69765 2.90741
23 C 1.75369 0.01929 3.98726
24 O 1.36385 1.14231 3.92452
25 O 1.56037 -0.72257 5.13503
26 C 0.82875 0.89934 0.60430
27 H -3.68895 1.39577 -3.71289
28 H -4.39561 2.60263 0.24386
29 H -3.27587 1.22472 0.39943
30 H -2.07732 3.85284 -0.51516
31 H -2.70298 3.79944 1.09569
32 H -0.30126 3.23338 1.07417
33 H -1.32963 1.95257 1.74379
34 H -1.18631 0.66027 -0.23818
35 H -0.08127 1.17903 -2.23580
36 H -0.79860 2.71145 -1.83189
37 H 0.50027 -0.73123 -1.68142
38 H 2.14204 -1.28452 -1.75229
39 H 0.88047 -3.02471 -0.96786
40 H 1.76933 -2.53293 0.43989
41 H -0.84894 -1.20397 0.48317
42 H -0.15373 -2.38127 1.59449
43 H -2.07694 -3.44219 0.87100
44 H -0.84272 -4.17597 -0.13586
45 H -2.63808 -1.82797 -0.92149
46 H -2.97358 -3.50469 -1.33797
47 H -0.98497 -1.61645 -3.96624
48 H -1.73738 -0.70507 -2.64557
49 H -2.69758 -1.87434 -3.61025
50 H 3.36625 -1.20760 0.40160
51 H 4.05417 0.32243 -0.01484
52 H 4.34114 0.15499 2.22385
53 H 3.02661 1.28324 2.14940
54 H 1.83774 -1.34697 2.36103
55 H 3.22755 -1.35880 3.41268
56 H 0.98047 -1.46927 4.94065
57 H 1.29994 1.76863 1.06203
58 H 0.51567 0.23859 1.40577

Cartesian forces, eV/Å:
-0.273 -0.504 -1.554
0.201 0.116 1.462
0.357 0.477 -0.327
-0.060 0.096 0.402
-0.087 -0.428 -0.518
-0.503 0.303 0.326
-0.128 0.175 0.102
0.015 -0.490 -0.177
0.692 0.100 -0.314
-0.271 0.133 0.208
-0.234 0.039 0.111
-0.925 -0.209 -0.196
0.481 -0.287 0.119
-0.543 0.084 0.071
0.333 -0.687 -0.142
0.054 0.451 0.243
-0.173 -0.482 -0.005
0.113 0.346 0.067
0.173 -0.266 -0.060
0.363 0.095 0.390
0.220 -0.403 -0.029
0.329 0.230 0.013
-0.088 -0.199 0.029
0.073 0.288 0.045
-0.378 0.136 -0.037
0.275 0.339 -0.371
0.137 0.195 0.109
-0.094 -0.211 0.040
-0.216 -0.014 0.185
-0.093 -0.108 -0.172
0.052 0.027 0.019
-0.027 0.101 0.113
0.163 0.133 0.179
0.181 -0.208 -0.125
0.155 0.013 -0.096
0.088 0.161 0.028
-0.059 0.173 -0.006
-0.030 0.015 -0.069
0.095 -0.034 -0.041
0.167 0.122 -0.031
0.014 0.136 0.030
-0.068 0.190 0.087
-0.083 -0.040 -0.030
-0.030 -0.079 -0.100
0.070 0.137 -0.053
-0.032 0.027 -0.065
0.053 -0.052 0.020
-0.153 0.103 -0.010
-0.115 0.099 0.052
-0.126 -0.054 -0.100
-0.085 0.026 -0.096
0.031 0.119 -0.017
-0.156 0.045 -0.069
-0.159 -0.004 0.002
-0.045 -0.122 -0.027
0.245 -0.182 0.039
-0.034 -0.061 0.238
0.137 -0.109 0.104

Mulliken population analysis, charges in e, atoms 1 to 6:
1. C 0.02
2. C -0.45
3. C -0.60
4. C -1.02
5. C -1.43
6. C 2.68